Entry 1:
{
  "formula": "C8H16O",
  "method": "ωB97M-V with the def2-TZVPD basis set",
  "e_above_lowest_ev": 6.185,
  "e_lumo_ev": [0.792, 0.602],
  "homo_energy_ev": [-6.629, -6.060],
  "symbols": ["C", "C", "C", "C", "C", "C", "C", "C", "O", "H", "H", "H", "H", "H", "H", "H", "H", "H", "H", "H", "H", "H", "H", "H", "H"],
  "xyz": [[0.514, 0.607, 0.521], [-1.611, -0.058, -0.621], [0.542, -0.508, -0.274], [0.265, 0.565, 1.984], [-2.058, -1.467, -0.905], [-2.482, 0.686, 0.358], [2.890, -0.345, 0.021], [3.449, -0.056, -1.147], [0.725, 1.835, 0.062], [1.169, 1.794, -0.798], [-1.411, 0.525, -1.520], [0.429, -1.478, 0.177], [0.767, -0.459, -1.328], [3.527, -0.576, 0.880], [-0.386, 1.388, 2.281], [1.227, 0.695, 2.485], [-0.171, -0.383, 2.287], [-3.082, -1.489, -1.308], [-2.071, -2.072, 0.008], [-1.416, -1.972, -1.630], [-2.539, 0.172, 1.323], [-3.515, 0.759, -0.015], [-2.135, 1.706, 0.535], [4.526, -0.031, -1.336], [2.849, 0.163, -2.039]]
}

Entry 2:
{
  "formula": "C8H16O2",
  "method": "ωB97M-V with the def2-TZVPD basis set",
  "e_above_lowest_ev": 1.067,
  "e_lumo_ev": 0.938,
  "homo_energy_ev": -9.564,
  "symbols": ["C", "C", "C", "O", "C", "C", "H", "H", "H", "H", "H", "H", "H", "H", "H", "H", "C", "C", "C", "O", "H", "H", "H", "H", "H", "H"],
  "xyz": [[-0.351, 3.467, 2.685], [0.023, 2.047, 3.110], [1.389, 2.049, 3.782], [2.393, 2.589, 2.931], [2.100, 3.942, 2.599], [0.781, 4.065, 1.849], [-0.498, 4.088, 3.589], [-1.302, 3.469, 2.117], [0.065, 1.387, 2.222], [-0.730, 1.627, 3.805], [1.721, 1.024, 4.037], [1.347, 2.633, 4.721], [2.953, 4.300, 1.990], [2.067, 4.550, 3.523], [0.586, 5.129, 1.616], [0.867, 3.520, 0.889], [3.754, 1.615, -0.357], [2.625, 0.691, 0.036], [2.991, -0.460, 0.945], [1.483, 0.865, -0.357], [3.384, 2.414, -1.022], [4.542, 1.053, -0.886], [4.196, 2.081, 0.540], [3.740, -1.107, 0.458], [3.413, -0.082, 1.891], [2.099, -1.067, 1.175]]
}

Entry 3:
{
  "formula": "C8H16O2",
  "method": "ωB97M-V with the def2-TZVPD basis set",
  "e_above_lowest_ev": 3.883,
  "e_lumo_ev": 0.857,
  "homo_energy_ev": -7.783,
  "symbols": ["C", "C", "C", "O", "C", "C", "O", "C", "C", "C", "H", "H", "H", "H", "H", "H", "H", "H", "H", "H", "H", "H", "H", "H", "H", "H"],
  "xyz": [[2.140, -0.435, -1.053], [0.723, 0.055, -1.134], [0.653, 1.869, -1.637], [-0.003, -0.645, -2.045], [0.015, 0.485, 0.068], [0.653, 1.376, 1.104], [-1.364, 0.411, -0.032], [-1.022, -0.757, 0.796], [-1.446, -2.069, 0.184], [-1.553, -0.598, 2.202], [2.560, -0.475, -2.057], [2.752, 0.219, -0.439], [2.141, -1.433, -0.617], [0.576, 1.730, -2.711], [-0.172, 2.514, -1.351], [1.617, 2.295, -1.376], [-0.941, -0.443, -1.873], [0.565, 0.974, 2.108], [1.718, 1.533, 0.943], [0.167, 2.349, 1.082], [-2.535, -2.096, 0.043], [-1.174, -2.883, 0.858], [-0.977, -2.279, -0.776], [-1.462, 0.416, 2.588], [-1.014, -1.259, 2.882], [-2.619, -0.854, 2.245]]
}

Entry 4:
{
  "formula": "C8H16O4Si",
  "method": "ωB97M-V with the def2-TZVPD basis set",
  "e_above_lowest_ev": 5.582,
  "e_lumo_ev": [-0.101, -0.038],
  "homo_energy_ev": [-7.310, -6.903],
  "symbols": ["C", "C", "C", "C", "C", "C", "C", "C", "O", "O", "O", "O", "Si", "H", "H", "H", "H", "H", "H", "H", "H", "H", "H", "H", "H", "H", "H", "H", "H"],
  "xyz": [[2.678, 0.935, -0.447], [-0.798, 1.795, -1.076], [3.551, 2.147, -0.795], [-0.657, 0.618, -1.855], [-3.373, -1.863, 0.151], [-1.948, -2.190, 0.353], [-0.989, -1.080, 0.964], [0.485, -1.357, 1.037], [2.656, -0.125, -1.136], [-1.580, 2.697, -0.904], [1.533, 2.369, 2.013], [1.096, -0.201, 1.674], [1.435, 1.211, 0.908], [4.733, 1.995, -0.596], [3.445, 2.278, -1.882], [3.215, 2.848, -0.106], [-1.534, 0.047, -2.014], [-0.368, 1.091, -2.858], [0.035, 0.027, -1.357], [-3.893, -1.631, 1.196], [-3.525, -0.839, -0.467], [-3.864, -2.669, -0.341], [-1.796, -3.094, 1.074], [-1.529, -2.211, -0.745], [-1.256, -0.166, 0.430], [-1.295, -0.898, 2.032], [0.693, -2.216, 1.801], [0.972, -1.549, 0.079], [1.876, 2.030, 2.868]]
}

Entry 5:
{
  "formula": "C8H16O5",
  "method": "ωB97M-V with the def2-TZVPD basis set",
  "e_above_lowest_ev": 1.085,
  "spin_multiplicity": 2,
  "e_lumo_ev": [3.188, 3.169],
  "homo_energy_ev": [-2.509, -2.560],
  "charge": -1,
  "symbols": ["O", "C", "C", "O", "C", "H", "H", "H", "H", "H", "H", "H", "O", "C", "C", "O", "C", "C", "O", "C", "H", "H", "H", "H", "H", "H", "H", "H", "H"],
  "xyz": [[-1.985, 3.251, -0.139], [-1.718, 1.917, 0.031], [-1.146, 1.226, -1.181], [0.141, 1.593, -1.486], [0.607, 1.199, -2.753], [-2.629, 1.324, 0.306], [-0.996, 1.702, 0.862], [-1.804, 1.111, -2.057], [1.670, 1.464, -2.807], [0.508, 0.110, -2.900], [0.037, 1.705, -3.549], [-0.369, -0.456, -0.419], [3.077, 1.628, -0.054], [2.235, 0.860, 0.348], [2.309, -0.633, 0.101], [1.290, -1.344, 0.741], [0.108, -1.505, -0.004], [-0.924, -2.282, 0.782], [-1.752, -1.502, 1.615], [-1.103, -0.866, 2.687], [1.361, 1.210, 0.942], [2.314, -0.812, -0.989], [3.276, -0.982, 0.494], [0.331, -1.995, -0.966], [-1.600, -2.776, 0.072], [-0.419, -3.066, 1.376], [-1.875, -0.378, 3.295], [-0.559, -1.599, 3.309], [-0.388, -0.101, 2.343]]
}

Entry 6:
{
  "formula": "C8H17F",
  "method": "ωB97M-V with the def2-TZVPD basis set",
  "e_above_lowest_ev": 0.081,
  "e_lumo_ev": 0.925,
  "homo_energy_ev": -10.516,
  "symbols": ["C", "C", "C", "C", "C", "C", "H", "H", "H", "H", "H", "H", "H", "H", "H", "H", "H", "H", "C", "C", "F", "H", "H", "H", "H", "H"],
  "xyz": [[1.099, -1.968, 1.958], [0.420, -0.649, 2.331], [-0.775, -0.370, 1.416], [-0.351, -0.370, -0.054], [0.329, -1.689, -0.427], [1.523, -1.969, 0.487], [0.386, -2.798, 2.125], [1.978, -2.142, 2.608], [1.152, 0.174, 2.225], [0.092, -0.675, 3.388], [-1.238, 0.601, 1.679], [-1.536, -1.159, 1.570], [-1.229, -0.196, -0.705], [0.362, 0.460, -0.222], [-0.404, -2.513, -0.322], [0.656, -1.664, -1.485], [1.986, -2.939, 0.225], [2.285, -1.180, 0.334], [-4.984, -3.141, -2.307], [-5.345, -2.994, -0.851], [-4.642, -3.930, -0.090], [-3.904, -2.976, -2.458], [-5.540, -2.400, -2.906], [-5.240, -4.151, -2.670], [-5.091, -1.990, -0.458], [-6.424, -3.163, -0.670]]
}

Entry 7:
{
  "formula": "C8H17F9O3SSi2",
  "method": "ωB97M-V with the def2-TZVPD basis set",
  "e_lumo_ev": 0.562,
  "homo_energy_ev": -9.437,
  "symbols": ["C", "O", "C", "Si", "C", "C", "C", "C", "C", "F", "F", "C", "F", "F", "S", "F", "F", "F", "F", "F", "O", "Si", "O", "H", "H", "H", "H", "H", "H", "H", "H", "H", "H", "H", "H", "H", "H", "H", "H", "H"],
  "xyz": [[1.467, -2.882, -0.673], [1.875, -1.640, -1.186], [3.117, -1.194, -0.629], [2.954, 0.642, -0.117], [1.103, 0.918, 0.184], [0.425, 1.411, -1.118], [-0.653, 2.489, -0.885], [-2.071, 2.055, -1.246], [-2.737, 1.082, -0.247], [-2.050, 1.119, 0.882], [-3.968, 1.523, -0.038], [-2.734, -0.380, -0.746], [-2.927, -0.475, -2.022], [-1.538, -0.854, -0.532], [-3.953, -1.558, 0.105], [-5.163, -0.779, -0.507], [-3.950, -2.491, -1.176], [-2.776, -2.439, 0.664], [-3.955, -0.709, 1.408], [-4.967, -2.543, 0.776], [3.895, 0.954, 1.240], [3.267, 0.433, 2.683], [4.476, 0.510, 3.801], [0.745, -3.346, -1.336], [2.309, -3.558, -0.544], [0.985, -2.768, 0.303], [3.922, -1.326, -1.348], [3.308, -1.758, 0.282], [3.393, 1.458, -1.268], [0.710, -0.033, 0.533], [0.969, 1.697, 0.926], [1.206, 1.866, -1.720], [0.045, 0.597, -1.720], [-0.569, 2.937, 0.095], [-0.408, 3.287, -1.581], [-2.684, 2.946, -1.276], [-2.052, 1.664, -2.258], [2.142, 1.317, 3.042], [2.718, -0.933, 2.582], [4.126, 0.762, 4.668]]
}

Entry 8:
{
  "formula": "C8H17IN",
  "method": "ωB97M-V with the def2-TZVPD basis set",
  "e_above_lowest_ev": 4.120,
  "e_lumo_ev": -3.697,
  "homo_energy_ev": -11.513,
  "charge": 1,
  "symbols": ["C", "C", "C", "C", "C", "C", "C", "C", "N", "I", "H", "H", "H", "H", "H", "H", "H", "H", "H", "H", "H", "H", "H", "H", "H", "H", "H"],
  "xyz": [[-0.258, 1.554, 0.233], [-1.029, 0.852, -0.489], [-0.920, 3.480, 1.604], [-1.078, -2.451, 0.740], [1.648, -1.339, -1.760], [1.884, -2.495, 0.323], [-0.108, 3.037, 0.422], [-0.363, -1.995, -0.454], [0.949, -2.058, -0.702], [-2.318, 2.089, -1.886], [0.453, 1.076, 0.920], [-0.666, 4.640, 1.752], [-2.065, 3.401, 1.451], [-0.491, 3.011, 2.570], [-0.405, -2.313, 1.599], [-1.164, -3.474, 0.553], [-2.076, -1.892, 0.733], [1.144, -1.579, -2.741], [1.467, -0.283, -1.532], [2.630, -1.580, -1.777], [1.725, -1.857, 1.238], [1.670, -3.498, 0.475], [3.005, -2.450, 0.063], [0.979, 3.168, 0.579], [-0.344, 3.731, -0.430], [-0.988, -1.744, -1.440], [-3.282, 0.968, -2.044]]
}

Entry 9:
{
  "formula": "C8H17InNO8",
  "method": "ωB97M-V with the def2-TZVPD basis set",
  "e_above_lowest_ev": 0.330,
  "e_lumo_ev": -8.634,
  "homo_energy_ev": -12.708,
  "charge": 1,
  "symbols": ["In", "O", "C", "O", "O", "H", "O", "C", "O", "O", "H", "C", "O", "C", "C", "N", "C", "C", "O", "C", "H", "H", "H", "H", "H", "H", "H", "H", "H", "H", "H", "H", "H", "H", "H"],
  "xyz": [[-20.094, -10.691, 2.976], [-15.873, -12.350, 4.219], [-16.931, -11.910, 3.530], [-17.570, -12.644, 2.741], [-17.365, -10.716, 3.688], [-15.668, -11.591, 4.819], [-20.679, -15.066, 4.839], [-20.465, -13.974, 4.071], [-19.996, -12.913, 4.683], [-20.691, -13.938, 2.835], [-20.505, -14.740, 5.748], [-18.853, -9.053, 6.337], [-19.901, -9.672, 5.621], [-21.170, -9.371, 6.197], [-22.155, -10.452, 5.824], [-22.466, -10.420, 4.382], [-23.225, -11.632, 3.958], [-23.442, -11.550, 2.454], [-22.255, -11.896, 1.803], [-22.427, -12.842, 0.744], [-19.119, -8.951, 7.391], [-18.694, -8.043, 5.947], [-17.947, -9.627, 6.229], [-21.427, -8.378, 5.822], [-21.084, -9.425, 7.287], [-23.092, -10.211, 6.346], [-21.863, -11.421, 6.220], [-23.214, -9.726, 4.324], [-24.129, -11.812, 4.546], [-22.582, -12.516, 4.070], [-23.671, -10.483, 2.277], [-24.344, -12.113, 2.209], [-21.472, -13.060, 0.267], [-23.021, -12.342, -0.027], [-22.843, -13.802, 1.046]]
}